1:
ORCA calculation (ωB97M-V/def2-TZVPD) on an isolated molecule of C3H8FNO.

```
! RIJCOSX wB97M-V def2-TZVPD def2/J DEFGRID3
* xyz 0 1
C 0.577 1.287 -0.031
C -0.230 0.016 -0.243
C 0.298 -1.178 0.419
O 1.551 -1.581 -0.068
N -1.850 0.143 0.392
F -2.591 -0.582 -0.534
H 0.984 1.385 0.985
H -0.010 2.167 -0.353
H 1.490 1.157 -0.745
H -0.278 -0.158 -1.330
H 0.493 -0.819 1.412
H -0.469 -2.163 0.277
H 1.945 -0.817 -0.520
H -1.908 1.143 0.338
*
```

Properties
Molar mass, g/mol: 93.10
Gap between HOMO and LUMO, eV: 10.9
SMILES: C[C@@H](CO)NF
HOMO level, eV: -10.13
LUMO energy, eV: 0.72

2:
ORCA calculation (ωB97M-V/def2-TZVPD) on a cluster of 2 separate species, C3H8FNO in total.

```
! RIJCOSX wB97M-V def2-TZVPD def2/J DEFGRID3
* xyz 0 1
C 1.908 1.257 -0.302
C -1.968 -0.656 -0.105
C 0.606 -0.589 0.728
N 1.735 -0.079 0.175
O -0.744 -0.345 -0.671
F 2.327 -1.102 -0.614
H 1.199 1.973 0.278
H 3.007 1.449 -0.071
H 1.840 1.493 -1.404
H -2.657 -0.450 -0.914
H -2.216 -0.154 0.879
H -1.995 -1.762 0.145
H 0.666 -1.747 0.775
H 0.083 -0.055 1.567
*
```

Properties
Molar mass, g/mol: 93.10
Gap between HOMO and LUMO, eV: 9.7
HOMO level, eV: -8.84
LUMO energy, eV: 0.81

Least stable of them? 2.

1:
ORCA calculation (ωB97M-V/def2-TZVPD) on an isolated molecule of C2H4N3P.

```
! RIJCOSX wB97M-V def2-TZVPD def2/J DEFGRID3
* xyz 0 1
C -0.430 0.208 1.037
C 0.494 1.161 0.530
N -0.790 -1.001 0.636
N -0.534 -1.571 -0.484
N 1.016 2.220 0.367
P -0.182 -1.486 -2.160
H -0.816 0.530 1.977
H -0.916 -2.477 -0.306
H 0.161 -0.182 -2.233
H 1.996 2.598 0.636
*
```

Properties
Molar mass, g/mol: 101.05
Gap between HOMO and LUMO (spin up / spin down), eV: 7.1 / 6.6
HOMO level (spin up / spin down), eV: -7.10 / -6.87
LUMO energy (spin up / spin down), eV: -0.03 / -0.26

2:
ORCA calculation (ωB97M-V/def2-TZVPD) on an isolated molecule of C2H4N3P.

```
! RIJCOSX wB97M-V def2-TZVPD def2/J DEFGRID3
* xyz 0 1
P -2.176 0.224 -0.172
C -0.380 0.349 -0.105
N 0.342 0.839 -1.043
C 1.618 0.461 -0.742
N 1.787 -0.176 0.369
N 0.593 -0.500 0.779
H -2.574 -0.007 1.156
H -1.989 -1.185 -0.488
H 2.372 0.812 -1.460
H 0.407 -0.818 1.706
*
```

Properties
Molar mass, g/mol: 101.05
Gap between HOMO and LUMO, eV: 10.2
SMILES: Pc1ncn[nH]1
HOMO level, eV: -9.54
LUMO energy, eV: 0.67

Least stable of them? 1.

1:
ORCA calculation (ωB97M-V/def2-TZVPD) on an isolated molecule of C7H12N2O5.

```
! RIJCOSX wB97M-V def2-TZVPD def2/J DEFGRID3
* xyz 0 1
C 3.416 1.237 -0.628
C 2.163 0.438 -0.483
N 1.076 1.101 0.089
C -0.102 0.493 0.123
O -0.044 -0.692 -0.240
C -1.420 1.180 0.442
N -1.368 2.667 0.327
C -2.591 0.550 -0.450
C -3.084 -0.869 -0.161
O -4.256 -1.090 -0.036
O -2.113 -1.808 -0.168
C 2.482 -0.803 0.303
O 2.148 -1.028 1.483
O 3.191 -1.786 -0.424
H 4.307 0.700 -0.885
H 3.179 1.973 -1.335
H 3.435 1.804 0.391
H 2.029 0.259 -1.553
H 1.070 2.091 0.382
H -1.822 0.870 1.479
H -1.351 3.325 1.084
H -1.464 3.023 -0.526
H -2.276 0.534 -1.519
H -3.555 1.112 -0.255
H -1.108 -1.538 -0.123
H 2.993 -2.642 0.161
*
```

Properties
Molar mass, g/mol: 204.18
Gap between HOMO and LUMO, eV: 9.9
SMILES: C[C@H](NC(=O)[C@@H](N)CC(=O)O)C(=O)O
HOMO level, eV: -9.62
LUMO energy, eV: 0.30

2:
ORCA calculation (ωB97M-V/def2-TZVPD) on an isolated molecule of C7H12N2O5.

```
! RIJCOSX wB97M-V def2-TZVPD def2/J DEFGRID3
* xyz 0 1
N 0.150 1.642 0.538
C 0.392 0.594 -0.469
C 1.539 -0.382 -0.121
C 2.911 0.274 -0.336
C 3.983 -0.529 0.407
O 4.632 -0.071 1.316
O 4.114 -1.785 0.011
C -0.932 -0.115 -0.809
O -0.955 -1.270 -1.227
N -2.047 0.662 -0.590
C -3.366 0.085 -0.620
C -3.835 -0.597 0.637
O -4.854 -1.292 0.615
O -3.076 -0.451 1.690
H 0.891 2.397 0.496
H 0.138 1.244 1.460
H 0.719 1.114 -1.405
H 1.409 -0.684 0.950
H 1.443 -1.248 -0.757
H 3.155 0.349 -1.400
H 3.011 1.298 0.066
H 3.440 -2.025 -0.644
H -1.879 1.508 -0.063
H -3.410 -0.712 -1.332
H -4.087 0.872 -0.884
H -3.486 -0.877 2.472
*
```

Properties
Molar mass, g/mol: 204.18
Gap between HOMO and LUMO, eV: 10.3
SMILES: N[C@@H](CCC(=O)O)C(=O)NCC(=O)O
HOMO level, eV: -9.99
LUMO energy, eV: 0.36

Least stable of them? 1.

1:
ORCA calculation (ωB97M-V/def2-TZVPD) on a structure of composition C2H3O4S2.

```
! RIJCOSX wB97M-V def2-TZVPD def2/J DEFGRID3
* xyz -1 1
C -1.499 0.568 -0.353
C -1.113 -0.585 0.232
O 1.468 1.995 0.795
O 2.523 1.223 -1.223
O 0.635 -2.170 -0.858
O 0.444 -1.761 1.587
S 2.268 0.946 0.217
S 0.536 -1.179 0.229
H -2.533 1.011 -0.246
H -0.966 1.140 -1.073
H -1.763 -1.189 0.695
*
```

Properties
Molar mass, g/mol: 155.18
Gap between HOMO and LUMO, eV: 7.6
HOMO level, eV: -4.19
LUMO energy, eV: 3.44

2:
ORCA calculation (ωB97M-V/def2-TZVPD) on a structure of composition C2H3O4S2.

```
! RIJCOSX wB97M-V def2-TZVPD def2/J DEFGRID3
* xyz -1 1
C -0.817 -0.706 1.861
C 1.104 -0.173 -0.866
O -1.816 -1.369 1.935
O -0.409 1.888 0.794
O -1.645 0.472 -0.760
O 0.758 0.348 -2.136
S 0.648 -0.597 2.535
S -0.587 0.550 0.258
H 2.187 0.208 -0.676
H 0.799 -1.279 -0.782
H -0.221 0.658 -2.162
*
```

Properties
Molar mass, g/mol: 155.18
Gap between HOMO and LUMO, eV: 7.9
HOMO level, eV: -4.39
LUMO energy, eV: 3.49

Least stable of them? 1.

1:
ORCA calculation (ωB97M-V/def2-TZVPD) on a structure of composition C10H16N2O2.

```
! RIJCOSX wB97M-V def2-TZVPD def2/J DEFGRID3
* xyz 0 1
C -0.325 0.867 3.152
C 0.837 0.934 2.254
C 0.726 1.098 -0.238
C 1.294 2.155 -0.912
C 1.885 2.153 -2.197
C 1.885 0.908 -2.950
C 1.461 -0.123 -2.170
C 1.043 -0.082 -0.837
C -0.396 -2.148 -0.679
C -1.490 -1.319 -0.416
H -1.440 -0.806 2.037
H -2.089 1.093 1.983
H -0.060 0.216 4.103
H -0.389 2.017 3.635
H 1.533 -0.017 2.251
H 1.409 1.965 2.548
H 1.230 3.152 -0.245
H 2.475 2.934 -2.610
H 2.402 0.868 -4.008
H 1.323 -1.116 -2.879
H -0.445 -3.139 -0.052
H -0.552 -2.627 -1.645
H -1.935 -1.253 0.637
H -1.564 -0.298 -0.850
H -2.307 -3.449 -1.256
H -3.358 -1.807 -0.748
N -1.592 0.225 2.672
N -2.495 -2.178 -1.242
O 0.096 1.156 0.961
O 0.838 -1.378 -0.302
*
```

Properties
Molar mass, g/mol: 196.25
Gap between HOMO and LUMO, eV: 9.5
HOMO level, eV: -8.76
LUMO energy, eV: 0.72

2:
ORCA calculation (ωB97M-V/def2-TZVPD) on an isolated molecule of C10H16N2O2.

```
! RIJCOSX wB97M-V def2-TZVPD def2/J DEFGRID3
* xyz 0 1
C -0.879 1.985 -0.513
C 0.252 1.574 0.441
C 0.854 2.821 1.239
C -0.105 0.397 1.344
C -0.270 -0.826 0.496
C 0.820 -1.617 0.164
C 1.115 -2.808 -0.853
C 0.482 -2.591 -2.200
C 0.514 -4.000 -0.301
N -0.021 -4.969 0.003
N -1.578 -1.236 0.036
O -1.818 -0.932 -1.197
C -2.422 -1.725 0.857
O -2.138 -2.201 2.070
H -1.532 1.215 -0.975
H -0.498 2.669 -1.256
H -1.670 2.640 -0.101
H 1.045 1.200 -0.177
H 0.071 2.987 2.013
H 1.706 2.482 1.875
H 1.320 3.460 0.551
H 0.694 0.149 2.104
H -1.052 0.730 1.924
H 1.757 -1.194 0.537
H 2.229 -2.835 -0.843
H -0.623 -2.742 -2.097
H 0.935 -3.295 -3.025
H 0.645 -1.527 -2.514
H -3.400 -2.089 0.606
H -1.182 -2.397 2.073
*
```

Properties
Molar mass, g/mol: 196.25
Gap between HOMO and LUMO, eV: 8.9
SMILES: CC(C)CC(=C/[C@H](C)C#N)/[N+]([O-])=C\O
HOMO level, eV: -8.48
LUMO energy, eV: 0.43

Least stable of them? 1.

1:
ORCA calculation (ωB97M-V/def2-TZVPD) on an isolated molecule of C5H5NS2.

```
! RIJCOSX wB97M-V def2-TZVPD def2/J DEFGRID3
* xyz 0 1
C 2.090 0.591 -0.011
C 0.962 -0.685 0.045
S 1.644 -2.175 0.264
C -0.430 -0.380 -0.115
C -0.890 0.906 -0.123
S -2.581 0.916 0.033
C -2.641 -0.761 0.005
N -1.469 -1.239 -0.097
H 2.925 0.250 0.770
H 1.592 1.422 0.269
H 2.560 0.576 -0.960
H -0.195 1.833 -0.288
H -3.568 -1.253 0.208
*
```

Properties
Molar mass, g/mol: 143.24
Gap between HOMO and LUMO (spin up / spin down), eV: 7.7 / 7.7
SMILES: CC(=S)c1cscn1
HOMO level (spin up / spin down), eV: -8.40 / -8.40
LUMO energy (spin up / spin down), eV: -0.67 / -0.67

2:
ORCA calculation (ωB97M-V/def2-TZVPD) on an isolated molecule of C5H5NS2.

```
! RIJCOSX wB97M-V def2-TZVPD def2/J DEFGRID3
* xyz 0 1
C -2.758 -1.073 0.102
C -1.565 -0.473 -0.056
N -0.386 -1.172 0.105
C 0.704 -0.475 0.009
S 2.242 -1.010 -0.060
C 0.491 1.028 0.015
C 1.428 1.966 0.153
S -1.241 1.165 -0.092
H -3.645 -0.438 0.066
H -2.890 -2.178 0.154
H -0.286 -2.122 -0.166
H 2.496 1.581 0.501
H 1.215 3.032 -0.183
*
```

Properties
Molar mass, g/mol: 143.24
Gap between HOMO and LUMO, eV: 8.0
SMILES: C=c1[nH]c(=S)c(=C)s1
HOMO level, eV: -8.37
LUMO energy, eV: -0.39

Least stable of them? 1.